C22H32N2O3 | the ωB97M-V functional and the def2-TZVPD basis

Geometry as XYZ:
```
59
Properties=species:S:1:pos:R:3:forces:R:3
C 3.6112 2.0229 0.3270 1.84 -0.79 -3.85
H 3.2799 2.3865 -0.7743 1.13 -0.55 2.40
O 3.5125 0.5463 0.3063 2.94 0.98 -0.90
C 4.6385 -0.0265 -0.3512 1.72 -0.40 -2.51
C 5.5771 0.7165 -1.3577 -1.55 -11.03 4.79
C 6.6191 -0.1369 -1.7959 -13.69 -5.71 12.09
C 6.7573 -1.4613 -1.4513 -3.12 0.92 0.00
C 5.7737 -2.1973 -0.8537 -0.90 3.02 2.52
C 4.8266 -1.4782 -0.1709 -2.81 3.91 1.91
C 3.8083 -2.0860 0.8626 5.39 -10.15 -10.76
H 4.3704 -3.2068 1.3240 -1.83 3.41 -1.46
H 3.6327 -1.5742 1.5715 -2.39 7.02 9.38
C 2.5772 -2.4450 0.0412 2.04 -12.42 3.09
N 1.6191 -1.6205 -0.0398 0.17 10.67 -4.55
C 0.3913 -1.5398 0.2437 -5.28 -3.02 6.89
O -0.0725 -2.5189 0.9587 -0.12 2.56 -2.69
C -0.3165 -0.0314 0.3087 -1.65 -7.81 -2.58
C -1.7744 -0.3241 0.3570 -3.66 -1.88 -3.99
N -2.6577 0.7982 0.3288 6.01 4.69 3.93
C -1.9942 1.9770 1.0086 -3.47 0.31 -3.66
O -2.6376 3.0421 0.9184 2.02 -1.56 1.37
C -0.4384 1.9292 1.4190 -2.95 3.71 -4.73
C 0.0630 0.5549 1.5131 2.98 2.37 3.26
H -0.2469 0.1428 2.5388 0.53 -0.16 -1.90
H 1.1248 0.5768 1.3077 0.99 0.24 1.68
H -0.5367 2.6420 2.1615 0.78 0.86 2.40
H -0.0102 2.7640 0.4593 -0.83 -3.02 2.60
C -4.0150 0.7184 -0.0047 0.52 8.22 -0.03
C -4.6285 -0.1195 0.9868 -6.18 -4.99 -10.39
C -6.2486 0.1455 0.9673 5.13 0.29 -6.03
C -6.9145 0.0331 -0.5326 2.89 4.04 2.82
H -6.5612 -0.7154 -1.1940 -0.02 -1.29 0.05
C -6.6057 1.3889 -1.2357 0.53 0.89 1.70
H -6.4620 2.3691 -0.5692 -0.40 -2.54 -0.79
H -7.3567 1.7101 -1.9270 -0.75 -0.10 -0.47
C -5.3653 1.1821 -2.0607 2.65 8.54 7.86
C -4.1607 0.6006 -1.6465 0.43 -5.55 7.59
H -4.2640 -0.4858 -1.3723 0.35 -0.28 -2.29
H -3.2021 0.8475 -1.9831 0.96 0.47 -1.08
H -4.8802 2.2562 -2.2024 -1.54 -1.06 -0.02
H -5.5747 1.0055 -2.9058 -3.12 -3.13 -11.74
H -7.8314 -0.0088 -0.0996 -3.58 -0.63 -0.40
H -6.3237 1.0699 1.4332 -0.76 1.94 0.39
H -6.6125 -0.5657 1.5069 -2.59 -4.28 3.51
H -4.4278 -1.2312 0.4386 -0.65 2.05 2.48
H -4.4946 0.0101 1.8988 2.83 0.85 7.99
H -4.3623 2.0033 0.3004 0.90 -3.63 -0.98
H -2.2511 -0.7043 -0.5969 1.87 -1.08 0.14
H -2.1212 -1.1144 1.0182 0.86 0.08 0.88
H 0.1230 0.2107 -0.6217 -0.11 2.14 -0.89
H 2.0367 -0.7033 -0.3908 -1.17 -0.98 0.27
H 2.0054 -3.3988 0.7161 1.54 2.33 -1.38
H 2.6458 -3.1249 -0.8901 1.09 1.43 0.95
H 5.7861 -3.1392 -0.4377 0.78 -2.60 -0.29
H 7.2972 -2.0731 -1.9916 4.15 -2.32 -2.61
H 7.1794 0.1863 -2.3134 13.40 7.73 -12.21
H 5.5524 1.6528 -1.4729 -0.31 7.14 -1.23
H 4.6852 2.4346 0.6170 -2.44 -1.02 -0.45
H 2.8207 2.2493 0.9352 -1.53 1.21 1.93
```
Positions in Å, forces in eV/Å.

The HOMO energy is -8.003 eV.

=====

C22H32N3O2 | the ωB97M-V functional and the def2-TZVPD basis

Geometry as XYZ:
```
59
Properties=species:S:1:pos:R:3:forces:R:3
C 3.2851 5.1784 -2.0835 -0.15 -0.06 0.06
C 2.0227 4.4201 -1.6501 -0.07 0.18 -0.11
C 1.1784 4.0672 -2.8833 0.10 0.06 0.16
C 1.1953 5.3413 -0.7499 0.15 -0.19 -0.13
C 2.4420 3.1398 -0.9484 -0.05 0.00 0.03
C 3.1910 2.1894 -1.6395 -0.08 0.02 0.09
C 3.6118 1.0147 -1.0466 0.12 -0.30 0.20
C 3.2833 0.7567 0.2771 -0.18 0.31 0.11
O 3.7051 -0.3757 0.9641 0.15 0.43 -0.02
C 3.5750 -1.6324 0.3454 -0.32 -0.56 -0.02
C 2.2101 -2.2269 0.7526 0.13 0.14 -0.57
O 1.9850 -1.9866 2.1212 0.21 0.06 0.48
C 1.0542 -1.5600 -0.0436 0.74 0.04 -0.09
N -0.1657 -1.6460 0.7860 0.24 -0.05 0.44
C -0.9196 -2.9067 0.5908 -0.56 -0.66 0.16
C -2.0542 -2.9782 1.6162 0.07 -0.16 -0.18
N -2.9280 -1.8343 1.5124 0.02 -0.09 0.35
C -3.9295 -1.8964 0.5376 -0.27 -0.08 -0.24
C -4.9577 -0.9532 0.4941 0.02 -0.01 -0.10
C -5.9542 -1.1194 -0.4481 0.18 -0.06 -0.02
C -5.9028 -2.2073 -1.3107 0.04 -0.03 0.02
C -4.8417 -3.0843 -1.1849 -0.36 0.05 -0.24
N -3.8731 -2.9311 -0.2946 0.31 0.07 0.29
C -2.2054 -0.6028 1.6953 0.16 0.15 -0.23
C -1.0664 -0.4809 0.6672 -0.64 0.62 0.20
C 2.5410 1.6918 0.9866 0.22 -0.36 0.01
C 2.1328 2.8665 0.3791 0.00 0.00 -0.11
H 3.9055 5.4032 -1.2189 0.09 0.05 0.07
H 3.0091 6.1147 -2.5616 -0.01 0.12 -0.08
H 3.8767 4.6000 -2.7873 0.10 -0.05 -0.09
H 0.8697 4.9771 -3.3910 -0.05 0.11 -0.09
H 0.2846 3.5195 -2.5891 -0.10 -0.06 0.00
H 1.7364 3.4601 -3.5904 0.05 -0.08 -0.11
H 1.7653 5.6546 0.1212 0.02 0.06 0.15
H 0.9216 6.2345 -1.3058 -0.03 0.08 -0.05
H 0.2768 4.8572 -0.4243 -0.11 -0.02 0.09
H 3.4735 2.3667 -2.6648 0.02 0.04 -0.14
H 4.2170 0.3200 -1.6092 0.08 -0.07 -0.06
H 3.6626 -1.5880 -0.7421 0.04 0.02 0.04
H 4.3766 -2.2576 0.7466 -0.10 0.04 -0.11
H 2.2059 -3.3103 0.5945 0.04 0.10 -0.01
H 2.5956 -1.2746 2.3878 -0.18 -0.07 -0.02
H 0.9028 -2.0440 -1.0076 -0.13 0.02 0.03
H 1.2921 -0.5050 -0.2067 -0.19 -0.13 0.05
H 0.2332 -1.6706 1.7561 -0.20 0.13 -0.38
H -0.2413 -3.7507 0.7104 0.11 0.08 -0.03
H -1.3506 -2.9164 -0.4126 0.16 0.09 0.04
H -2.6413 -3.8774 1.4331 0.22 0.02 0.08
H -1.6473 -3.0121 2.6318 0.02 -0.02 -0.01
H -4.9936 -0.1360 1.1963 -0.03 0.06 0.10
H -6.7701 -0.4150 -0.5023 -0.07 0.06 0.01
H -6.6678 -2.3693 -2.0513 -0.07 -0.04 -0.08
H -4.7434 -3.9514 -1.8239 -0.11 -0.04 -0.10
H -2.8749 0.2490 1.5841 0.13 0.01 0.05
H -1.7917 -0.5839 2.7095 -0.02 0.09 -0.03
H -0.4971 0.4356 0.8343 0.13 -0.13 -0.06
H -1.4809 -0.4675 -0.3442 0.13 -0.04 0.02
H 2.3128 1.5073 2.0266 -0.02 -0.04 0.12
H 1.5707 3.5716 0.9682 -0.07 0.13 0.04
```
Positions in Å, forces in eV/Å.

The HOMO energy is -11.240 eV. The SMILES is CC(C)(C)c1ccc(OC[C@@H](O)C[NH+]2CCN(c3ccccn3)CC2)cc1. The total charge is +1.